(1)
11 unconnected molecules or ions with the total composition C42H75F12N12O6P2 in a non-equilibrium geometry, computed with ωB97M-V/def2-TZVPD.

Calculated values
- Maximum force: 0.079 hartree/bohr
- Electronic energy: -126127.517 eV
- LUMO level: -3.43 eV

The geometry in ORCA input format:
```
! RIJCOSX wB97M-V def2-TZVPD def2/J DEFGRID3
* xyz 1 1
C -5.3678 -1.1382 3.2307
C -4.0393 -0.6233 2.7127
N -4.2576 0.3445 1.6293
C -5.0707 1.4675 1.6331
C -5.0962 1.8912 0.3296
N -4.1619 1.1910 -0.3647
C -3.6148 0.3056 0.4640
C -3.7815 1.3790 -1.7800
H -5.8174 -1.8413 2.5305
H -6.0762 -0.3538 3.4826
H -5.1125 -1.7230 4.1172
H -3.4030 -1.4503 2.3945
H -3.4115 -0.1783 3.4912
H -5.6330 1.6845 2.5235
H -5.7045 2.6602 -0.1170
H -3.0228 -0.5343 0.1254
H -3.8658 2.4351 -2.0209
H -4.5214 0.8340 -2.3618
H -2.7628 1.0077 -1.8484
C 0.8359 -4.5835 -2.8714
C 0.7942 -3.0507 -2.9066
N -0.0502 -2.5779 -4.0000
C 0.3082 -2.6727 -5.3099
C -0.7084 -2.2889 -6.1148
N -1.6799 -1.8317 -5.2759
C -1.3160 -2.0838 -4.0117
C -3.0025 -1.3985 -5.6668
H -0.1571 -4.9203 -2.5790
H 1.6347 -4.8387 -2.1716
H 1.1485 -5.0670 -3.7968
H 1.7749 -2.5829 -2.9823
H 0.3625 -2.6205 -2.0054
H 1.2491 -3.0937 -5.6263
H -0.8622 -2.4936 -7.1594
H -1.9280 -1.8968 -3.1451
H -3.0696 -0.3146 -5.6988
H -3.7398 -1.7878 -4.9607
H -3.3091 -1.8992 -6.5831
C 5.0161 -0.5114 -6.2102
C 3.8643 -1.1800 -5.4524
N 3.9162 -0.9346 -4.0011
C 4.0625 -1.8793 -3.0268
C 4.0484 -1.2540 -1.8108
N 3.9145 0.0764 -2.0849
C 3.8779 0.2629 -3.4033
C 3.8968 1.1484 -1.1346
H 4.8465 0.5637 -6.2108
H 5.1356 -0.9759 -7.1879
H 5.9922 -0.7003 -5.7570
H 4.0314 -2.2550 -5.5405
H 2.8663 -0.9237 -5.7982
H 4.0506 -2.9532 -3.1380
H 4.0603 -1.6174 -0.7941
H 3.9565 1.2026 -3.9293
H 3.9426 0.9293 -0.0693
H 3.0008 1.7268 -1.3675
H 4.7800 1.7679 -1.3209
C 1.4063 2.6744 3.6693
C 2.8024 3.1843 4.0344
N 3.2956 4.1436 3.0306
C 3.8542 3.8018 1.8257
C 4.3916 4.9329 1.3382
N 4.0966 5.9611 2.1797
C 3.3934 5.4688 3.2243
C 4.6060 7.3389 2.0960
H 1.1368 1.9893 4.4799
H 1.4328 1.9852 2.8217
H 0.6677 3.4678 3.5656
H 3.4626 2.3171 4.0605
H 2.7624 3.6738 5.0042
H 3.8630 2.7298 1.6357
H 4.9565 5.1445 0.4454
H 3.0075 6.0427 4.0474
H 3.7577 7.9676 1.8288
H 5.4101 7.3918 1.3714
H 4.9369 7.6876 3.0711
C 0.8160 -2.9264 5.1505
C -0.7450 -2.9048 5.0481
N -1.0318 -3.3725 3.7270
C -0.8280 -2.6479 2.5836
C -1.0577 -3.4556 1.5368
N -1.5162 -4.6690 2.0212
C -1.5348 -4.5655 3.3662
C -2.0221 -5.7693 1.2169
H 1.2844 -2.2998 4.3924
H 1.2084 -3.9413 5.1120
H 1.1994 -2.5220 6.0902
H -1.0907 -1.8777 5.1638
H -1.1545 -3.5012 5.8588
H -0.3645 -1.6758 2.6158
H -0.8829 -3.2811 0.4886
H -1.7926 -5.3160 4.0943
H -2.3073 -5.4980 0.2025
H -2.9501 -6.1527 1.6391
H -1.2599 -6.5463 1.1955
C -2.7172 5.3237 4.6432
C -3.6895 4.4327 3.8649
N -3.1184 4.0328 2.5912
C -2.2137 3.0256 2.3477
C -1.7606 3.1942 1.0967
N -2.4209 4.2527 0.5275
C -3.2836 4.7314 1.4560
C -2.2922 4.6603 -0.8932
H -2.7551 6.3352 4.2402
H -1.6964 4.9654 4.4808
H -2.7894 5.2972 5.7279
H -4.7003 4.8164 3.7453
H -3.8234 3.4987 4.4183
H -1.9113 2.2682 3.0511
H -1.0974 2.5810 0.5020
H -3.9545 5.5607 1.3076
H -1.6697 5.5488 -0.9343
H -3.2962 4.8963 -1.2398
H -1.8945 3.8170 -1.4492
C 0.0066 1.5463 -4.4146
C 1.4530 1.8322 -4.8012
O 1.9756 1.2613 -5.7932
O 2.0268 2.7036 -4.0968
H -0.7321 1.6417 -5.2218
H -0.3527 2.3000 -3.7109
H -0.1151 0.5226 -4.0491
C 2.1519 -4.0472 0.3250
C 3.3615 -4.8940 -0.1212
O 3.2606 -6.1337 0.0178
O 4.2862 -4.2865 -0.7215
H 2.3103 -3.5717 1.2972
H 1.2470 -4.6568 0.4008
H 2.0280 -3.2558 -0.4195
C 3.2382 -0.6951 2.9880
C 4.6765 -0.4546 2.5307
O 5.4659 -1.4046 2.5813
O 5.0036 0.7237 2.1934
H 2.9486 -0.0775 3.8397
H 3.1671 -1.7617 3.2281
H 2.5341 -0.6939 2.1514
P -4.2129 -3.2189 -1.4154
F -5.7953 -3.3764 -1.6534
F -4.2764 -1.5933 -1.7034
F -4.4276 -2.8683 0.1758
F -2.6225 -3.1767 -1.1703
F -4.2473 -4.8131 -1.0925
F -3.9227 -3.5186 -2.9721
P 0.0579 0.0056 -0.3215
F 1.2177 0.9220 0.3829
F 0.9562 -0.1527 -1.6698
F 0.9408 -1.1936 0.3049
F -1.0465 -1.0343 -0.9320
F -0.7872 0.1058 1.0647
F -0.7256 1.2480 -0.9868
*
```

---

(2)
A molecular structure, C42H49As3F15GeIrN4OPS in a non-equilibrium geometry, computed with ωB97M-V/def2-TZVPD.

Calculated values
- Maximum force: 0.067 hartree/bohr
- Electronic energy: -355099.083 eV
- Energy relative to the best compared isomer or geometry (same formula, charge and spin): 0.0 kJ/mol
- LUMO level (alpha / beta): -6.26 / -8.41 eV

The geometry in ORCA input format:
```
! RIJCOSX wB97M-V def2-TZVPD def2/J DEFGRID3
* xyz 2 2
Ir 0.9171 0.0157 0.0746
C 4.3711 -0.5565 -1.6305
As 3.3634 0.0724 -0.1226
C 4.1077 -1.0164 1.3017
C 4.1593 1.7902 0.3034
C 3.7031 3.0251 -0.4942
C 3.6049 2.7204 -1.9900
C 2.3475 3.4877 0.0471
As 0.7829 2.3669 -0.2251
C -0.3777 3.1109 1.1210
C 0.0910 2.9592 -1.9204
C 4.7629 4.1182 -0.2329
As 4.6664 6.0433 -0.7478
C 3.5276 6.1097 -2.3449
C 3.3412 6.7019 0.5424
H 4.1344 -0.0268 -2.5475
H 4.1940 -1.6164 -1.7626
H 5.4058 -0.3821 -1.3366
H 5.0026 -0.5290 1.6884
H 4.3699 -1.9923 0.8943
H 3.3859 -1.1509 2.1012
H 5.2392 1.6397 0.2071
H 3.9677 1.9584 1.3562
H 2.9128 1.8958 -2.1993
H 4.5801 2.4440 -2.3944
H 3.2518 3.5836 -2.5455
H 2.0496 4.4103 -0.4535
H 2.3962 3.6930 1.1193
H -0.4275 4.1923 0.9862
H 0.0337 2.8723 2.0996
H -1.3687 2.6851 1.0382
H -0.1791 4.0048 -1.7723
H -0.7842 2.3794 -2.1947
H 0.8453 2.8630 -2.6974
H 5.7074 3.7759 -0.6648
H 4.9350 4.1924 0.8466
H 4.0166 5.6134 -3.1813
H 3.4347 7.1671 -2.5918
H 2.5231 5.7065 -2.2092
H 3.6481 6.4270 1.5513
H 2.3233 6.3585 0.3668
H 3.3477 7.7890 0.4745
F -5.3022 -0.4307 -3.0125
C -4.9088 0.8365 -2.8564
C -4.0410 1.1993 -1.8345
C -3.6632 2.5307 -1.8013
F -2.8136 2.9490 -0.8454
C -4.1163 3.4761 -2.6958
F -3.7133 4.7387 -2.6192
C -4.9993 3.0815 -3.6912
F -5.4460 3.9644 -4.5643
C -5.3969 1.7563 -3.7731
F -6.2243 1.3752 -4.7330
Ge -3.3601 -0.0235 -0.4828
S -1.1354 -0.0968 -1.0059
C -3.8454 0.4561 1.3305
C -4.5211 1.6049 1.7291
F -4.8113 2.5783 0.8679
C -4.9528 1.7899 3.0337
F -5.5927 2.8962 3.3790
C -4.7226 0.8028 3.9800
F -5.1267 0.9692 5.2240
C -4.0754 -0.3680 3.6119
F -3.8694 -1.3244 4.5073
C -3.6594 -0.5158 2.3053
F -3.0714 -1.6851 1.9772
C -4.1700 -1.7613 -0.7308
C -3.5145 -2.9147 -1.0895
F -2.1803 -2.8970 -1.2668
C -4.1704 -4.1171 -1.2733
F -3.4926 -5.2114 -1.6234
C -5.5430 -4.1753 -1.0861
F -6.1859 -5.3149 -1.2595
C -6.2396 -3.0307 -0.7162
F -7.5476 -3.0802 -0.5364
C -5.5423 -1.8483 -0.5496
F -6.2381 -0.7521 -0.2264
C 0.4073 -2.9999 -3.1039
N 0.6210 -3.9126 -1.9844
C 0.6127 -5.3238 -2.3663
P 1.0570 -3.4612 -0.4846
O 1.4183 -1.9635 -0.5363
N -0.1006 -3.7822 0.6205
C -1.1584 -4.7723 0.4392
C 0.0636 -3.3598 2.0083
N 2.3728 -4.3290 -0.0299
C 3.5600 -4.2652 -0.8731
C 2.3368 -5.5164 0.8191
H -0.5490 -3.2008 -3.5831
H 1.1987 -3.1354 -3.8439
H 0.4124 -1.9699 -2.7638
H -0.3797 -5.6175 -2.7135
H 0.8807 -5.9589 -1.5245
H 1.3263 -5.5019 -3.1733
H -1.3255 -4.9743 -0.6134
H -2.0876 -4.3845 0.8607
H -0.9161 -5.7075 0.9513
H 0.8720 -2.6378 2.1060
H 0.2877 -4.2115 2.6562
H -0.8579 -2.9016 2.3612
H 3.5297 -3.3749 -1.4941
H 3.6242 -5.1336 -1.5344
H 4.4616 -4.2423 -0.2593
H 1.4227 -5.5478 1.4004
H 3.1796 -5.5032 1.5108
H 2.4041 -6.4310 0.2241
N 0.2431 0.6063 7.3330
C 0.3595 0.5656 6.1931
C 0.5104 0.5150 4.7611
C -0.4668 -0.0886 3.9822
C -0.3166 -0.1500 2.6020
C 0.8247 0.3761 2.0031
C 1.7873 1.0117 2.7818
C 1.6358 1.0704 4.1620
H -1.3420 -0.5159 4.4568
H -1.0753 -0.6301 1.9984
H 2.6553 1.4549 2.3407
H 2.3892 1.5445 4.7771
*
```